DFT (ωB97M-V with the def2-TZVPD basis set) results for a 2-piece molecular cluster, C2H11N2O overall at a distorted geometry.

Output
- total energy (Ha) = -267.31533
- LUMO level (eV) = -3.01
- charge = +1
- orbital gap (eV) = 11.757

```
16
Properties=species:S:1:pos:R:3:forces:R:3:lowdin_charge:R:1
C -0.256678 1.402449 -0.916784 -0.08 -0.95 -0.30 -0.241
N -0.091801 2.370014 0.157858 -0.29 0.63 -0.13 -0.002
C 0.705480 0.242968 -0.624160 0.08 0.00 1.78 -0.098
N 0.421700 -0.141003 0.843838 0.40 0.74 -0.39 0.165
H -0.047416 1.718455 -1.938172 -0.06 0.38 0.05 0.127
H -1.289055 1.060186 -0.878754 -0.07 -0.14 -0.18 0.125
H 0.577356 3.098363 -0.060511 0.34 -0.17 -0.04 0.100
H -0.956697 2.885687 0.287325 -0.03 -0.17 0.15 0.100
H 1.699466 0.686553 -0.585315 0.20 -0.42 -0.32 0.129
H 0.653912 -0.705035 -1.146410 -0.06 0.35 -0.68 0.127
H 0.194907 0.801032 1.238578 -0.28 -0.23 0.16 0.131
H -0.335483 -0.812872 0.901174 -0.35 -0.19 0.10 0.130
H 1.213595 -0.513576 1.364060 0.10 -0.10 -0.25 0.164
H -0.001866 -3.875096 0.461953 0.15 0.09 0.01 0.047
H -1.476432 -3.816138 0.201166 0.01 0.37 -0.02 0.058
O -0.704526 -3.237395 0.293381 -0.07 -0.21 0.06 -0.062
```
Positions in Å, forces in eV/Å.

***

DFT (ωB97M-V with the def2-TZVPD basis set) results for an isolated ion of composition C3H7N2 and charge +1 at a distorted geometry.

Output
- total energy (Ha) = -227.49222
- LUMO level (spin up / spin down) (eV) = -3.22 / -9.09
- charge = +1
- orbital gap (spin up / spin down) (eV) = 9.129 / 7.255
- spin multiplicity = 3

```
12
Properties=species:S:1:pos:R:3:forces:R:3:mulliken_spin:R:1
C 0.650669 -1.022580 -0.736782 3.14 3.95 1.54 0.104
C 0.191428 -0.157322 1.442050 -0.24 2.93 3.71 0.766
C -0.498170 -0.044863 -0.692103 -0.56 0.83 0.81 0.036
N -0.181118 -0.853403 0.408326 -0.30 -4.09 -4.35 0.582
N -0.397277 1.254880 -0.142377 0.92 0.32 -2.72 0.448
H 0.491240 -1.827740 -1.303992 -0.99 -2.99 -2.27 0.019
H 1.694591 -0.599260 -0.812418 -1.10 -0.72 0.85 -0.009
H -0.581800 0.433744 1.805620 -0.93 0.69 1.53 0.026
H 0.987525 -0.432947 1.968548 3.06 -0.94 2.18 0.020
H -1.224308 -0.352368 -1.315134 -3.08 -0.58 -1.76 0.012
H -1.177770 1.765045 0.208640 -1.26 -0.22 0.21 -0.012
H 0.044990 1.836814 -0.830380 1.33 0.82 0.26 0.009
```
Positions in Å, forces in eV/Å.

***

DFT (ωB97M-V with the def2-TZVPD basis set) results for one molecule with the formula C6H5NO at a distorted geometry.

Output
- SMILES = Cc1coc(C#N)c1
- total energy (Ha) = -361.51831
- LUMO level (eV) = -0.21
- orbital gap (eV) = 8.852

```
13
Properties=species:S:1:pos:R:3:forces:R:3:lowdin_charge:R:1
C 2.126414 -0.276548 0.111923 1.03 -1.29 -1.26 -0.073
C 0.688683 -0.034726 -0.074555 -3.48 0.60 0.54 -0.254
C 0.139096 1.252809 0.030439 -1.85 -5.25 -1.74 -0.049
O -1.205504 1.257401 -0.202999 0.43 -1.69 0.85 -0.020
C -1.697185 -0.128690 -0.273543 4.66 1.41 1.08 -0.156
C -3.119440 -0.060504 -0.069725 -6.36 -1.65 2.01 -0.136
N -4.307798 -0.121769 0.251381 7.47 0.54 -2.25 0.136
C -0.464984 -0.988321 -0.121039 -2.32 3.29 -1.80 0.090
H 2.646561 0.598705 0.396683 0.43 1.56 -0.52 0.059
H 2.710602 -0.784295 -0.753238 -1.20 0.66 1.60 0.124
H 2.240109 -0.750426 1.053120 0.30 -1.63 0.63 0.067
H 0.711721 2.092266 0.061673 0.80 2.68 0.13 0.100
H -0.468281 -2.055897 -0.410116 0.09 0.77 0.75 0.110
```
Positions in Å, forces in eV/Å.

***

For the records above, the corresponding energy relative to the best compared isomer or geometry (same formula, charge and spin) values read 0.255; 2.233; 1.793 eV.